Density functional theory data (ωB97M-V with the def2-TZVPD basis set) for a 2-piece molecular cluster, C10H16O overall at a distorted geometry.

Its energy above the lowest of the compared OMol25 structures with the same formula, charge and spin is 1.393 eV. The value obtained for the calculated total energy is -12676.3318 eV. The value obtained for the HOMO energy is -8.4 eV. The SMILES is Cc1ccc(O)cc1.CCC.

Structure (XYZ):
```
27
Properties=species:S:1:pos:R:3:forces:R:3:nbo_charge:R:1
O -2.3518 0.1465 2.2698 0.2831 -0.0932 0.0465 -0.684
C 2.2714 -1.6497 1.2101 0.4376 -0.8806 -0.4900 -0.411
C -2.5392 -0.0139 -1.3287 0.4703 0.8199 -0.0135 -0.195
C -0.8302 1.0699 0.5952 0.3258 -0.7722 0.3434 -0.289
C -1.4510 1.4096 -3.0877 0.1046 -0.4771 0.1788 -0.626
C -1.9456 0.3355 0.9661 -1.0320 0.4965 0.1293 0.293
C -1.4522 0.7695 -1.7122 0.5673 1.0502 0.0617 -0.037
C -0.5654 1.2797 -0.7493 -0.6545 -0.6990 -0.0979 -0.196
C 2.8350 -1.3212 -0.1741 0.4042 1.3390 -0.3491 -0.621
C -2.8303 -0.1660 0.0199 0.3719 -0.7191 -0.4447 -0.254
C 2.2229 -0.5186 2.2205 -0.1169 -1.1058 1.2503 -0.609
H 3.1666 -0.0083 2.4213 -0.0766 0.3230 -0.7455 0.208
H 1.3652 0.1196 2.0474 0.3063 0.4798 -0.1539 0.201
H -3.1484 -0.3296 -2.1657 -0.4752 -0.3300 0.4055 0.213
H 2.0472 -0.9768 3.2050 -0.3112 0.0358 -0.0969 0.207
H -0.5240 1.9218 -3.3324 0.0607 0.2038 0.2729 0.214
H -2.2782 2.1243 -3.0425 0.1941 0.0573 -0.4978 0.219
H 3.2911 -0.3212 -0.2518 -0.1295 -0.0033 0.5688 0.200
H 3.6720 -1.9440 -0.4847 -0.3898 -0.4985 -0.1481 0.211
H 0.3267 1.8026 -1.0579 -0.0122 0.2508 -0.0237 0.213
H -0.1288 1.3244 1.3798 0.0007 0.4317 -0.1168 0.209
H -1.5965 0.7059 -3.9004 -0.3624 -0.1935 -0.0829 0.213
H 2.0503 -1.2388 -0.9278 0.0819 -0.5696 -0.1232 0.212
H -3.6849 -0.7238 0.3762 -0.0891 0.0273 -0.0684 0.226
H 1.2888 -2.0842 1.0532 -0.4849 0.3399 0.1345 0.205
H 2.7902 -2.5390 1.5972 0.3327 0.4953 0.1908 0.198
H -2.0006 0.8258 2.8534 0.1931 -0.0085 -0.1302 0.480
```
Forces are in eV/Å.


Density functional theory data (ωB97M-V with the def2-TZVPD basis set) for a 2-piece molecular cluster, C10H16O overall at a distorted geometry.

Its energy above the lowest of the compared OMol25 structures with the same formula, charge and spin is 1.111 eV. The value obtained for the calculated total energy is -12676.6136 eV. The value obtained for the HOMO energy is -8.4 eV. The SMILES is CCc1ccc(O)cc1.CC.

Structure (XYZ):
```
27
Properties=species:S:1:pos:R:3:forces:R:3:nbo_charge:R:1
O 0.0452 -1.9840 3.1514 -0.2367 -0.1631 0.1226 -0.690
C 0.2841 -1.6279 1.8412 -0.3548 0.5785 0.8427 0.295
C -1.0569 3.5763 -0.2000 -0.5174 -0.4659 -0.6889 -0.612
C 1.0411 -0.0489 -2.0637 -0.2029 -0.6614 -0.1933 -0.412
C -0.6427 -0.7471 1.2655 0.9199 -0.8696 -0.4002 -0.247
C 0.1643 -0.5433 -3.2095 0.1905 -0.2370 -0.0579 -0.599
C -0.4255 -0.4152 -0.0584 -0.6271 0.1555 -0.0940 -0.190
C -2.4429 4.2180 -0.2617 0.0736 0.7641 0.6651 -0.616
C 1.4425 -1.9890 1.1855 -0.1696 -0.3940 -0.1163 -0.289
C 0.7256 -0.7605 -0.7705 0.4170 0.7486 0.9418 -0.043
C 1.6845 -1.5123 -0.0967 -0.1683 -0.0063 -0.6034 -0.186
H -2.3367 5.2924 -0.3992 -0.1297 0.0882 -0.5977 0.204
H -1.4722 -0.3610 1.8346 -0.1952 -0.1820 0.0009 0.226
H -1.0762 2.5854 -0.6572 -0.0122 -0.1718 0.3536 0.201
H 0.2825 0.0455 -4.1191 -0.2374 0.1778 0.0935 0.208
H -3.1407 3.7834 -0.9660 0.1374 0.0634 -0.4186 0.206
H -2.9579 4.2085 0.6946 0.0152 -0.5134 0.3127 0.203
H 2.1019 -2.6766 1.6985 0.3150 0.1241 -0.0971 0.211
H 0.4148 -2.8412 3.4057 0.1304 0.3236 -0.4123 0.482
H -0.8781 -0.6456 -2.9108 -0.1025 0.3320 -0.1464 0.204
H 2.6159 -1.7049 -0.6266 -0.0466 -0.1758 0.3052 0.210
H -0.7319 3.5030 0.8236 0.3702 -0.1176 0.2763 0.210
H -1.2190 0.1278 -0.5577 0.1598 0.3574 -0.0874 0.205
H 0.9669 1.0295 -1.9257 -0.0743 0.0346 0.0276 0.209
H 0.4926 -1.5449 -3.4619 0.0103 -0.3327 -0.0893 0.204
H -0.3181 4.1063 -0.7923 0.0747 0.3509 0.0915 0.204
H 2.0709 -0.2812 -2.3189 0.2606 0.1917 -0.0307 0.203
```
Forces are in eV/Å.


Density functional theory data (ωB97M-V with the def2-TZVPD basis set) for a 2-piece molecular cluster, C10H16O overall at a distorted geometry.

Its energy above the lowest of the compared OMol25 structures with the same formula, charge and spin is 3.007 eV. The value obtained for the calculated total energy is -12674.7177 eV. The value obtained for the HOMO energy is -8.0 eV. The SMILES is CCc1ccc(O)cc1.CC.

Structure (XYZ):
```
27
Properties=species:S:1:pos:R:3:forces:R:3:nbo_charge:R:1
O -3.8858 1.2002 -2.4255 -0.6537 0.3457 -0.2923 -0.670
C 0.6262 0.9680 2.3417 -0.8127 -0.1452 -1.3052 -0.610
C -1.7166 1.9031 0.4676 -1.4872 -2.1432 -2.7478 -0.226
C 2.4768 -2.3805 -0.8732 2.4975 2.3181 0.1067 -0.639
C 3.4971 -1.3914 -0.1125 -0.8515 -1.6963 -0.3775 -0.611
C -2.5625 2.0268 -0.6515 -0.0213 1.6385 0.5819 -0.241
C -2.8470 1.0201 -1.5833 1.9979 0.2363 0.5623 0.274
C -1.1117 0.6491 0.4708 1.4098 -0.4160 2.5837 -0.010
C -0.6436 0.1076 1.8057 3.7617 1.1598 0.0924 -0.424
C -0.9177 -0.1550 -0.6543 -2.3437 1.3292 0.2516 -0.207
C -1.9062 -0.0061 -1.6495 0.4162 -1.1243 0.0197 -0.281
H -3.8481 0.6666 -3.2240 0.3126 -0.1904 0.1597 0.485
H -0.0952 -0.8245 1.6382 -1.0332 -0.4531 0.1156 0.201
H 2.1486 -1.8046 -1.7369 -1.1447 -0.0137 0.3586 0.207
H -2.9599 3.0174 -0.7895 -0.8460 0.0464 -0.2122 0.212
H 3.6186 -0.4835 -0.6993 0.4162 0.0418 0.5065 0.210
H -1.9992 -0.8536 -2.3287 -0.0267 0.4707 -0.4355 0.211
H -1.3289 0.0465 2.6463 -0.5422 -0.1685 -0.5338 0.221
H -1.6943 2.6254 1.2662 0.1006 -0.0338 0.0664 0.227
H 1.7854 -2.6105 -0.0689 -0.4672 -0.9985 -0.9514 0.220
H 4.3883 -1.9799 0.0753 0.6598 0.4413 -0.4673 0.203
H -0.1533 -0.9108 -0.6312 -0.2676 -0.5146 -0.1080 0.220
H 0.4747 1.4084 3.3160 0.2181 -0.1789 0.3642 0.206
H 1.4995 0.3304 2.2400 0.1739 -0.0338 0.7437 0.203
H 3.1522 -1.2615 0.9058 -0.3753 0.8292 0.0377 0.197
H 0.8614 1.7746 1.6430 -0.3286 0.1660 0.0798 0.205
H 3.1412 -3.0825 -1.3882 -0.7625 -0.9125 0.8006 0.215
```
Forces are in eV/Å.


Density functional theory data (ωB97M-V with the def2-TZVPD basis set) for a 2-piece molecular cluster, C10H16O overall at a distorted geometry.

Its energy above the lowest of the compared OMol25 structures with the same formula, charge and spin is 0.864 eV. The value obtained for the calculated total energy is -12676.8605 eV. The value obtained for the HOMO energy is -8.4 eV. The SMILES is Cc1ccc(O)cc1.CCC.

Structure (XYZ):
```
27
Properties=species:S:1:pos:R:3:forces:R:3:nbo_charge:R:1
O 2.2796 -0.8984 -0.4703 -0.0330 -0.0052 -0.1540 -0.673
C -0.0541 -1.2542 -0.7876 0.4764 -0.0797 -0.1069 -0.286
C -0.0348 0.5084 -2.8994 0.0804 0.0514 0.0864 -0.183
C 0.8154 0.5275 2.3332 -0.2961 0.2610 0.7243 -0.412
C -2.4875 0.1162 -3.3254 0.0254 -0.3662 -0.1124 -0.622
C 1.1550 0.2701 -2.2086 -0.3462 0.3054 -0.5035 -0.268
C 0.3367 1.7575 3.1160 0.5900 -0.1131 0.2683 -0.598
C -1.2067 -1.0754 -1.5239 0.3772 -0.0895 0.3239 -0.182
C -1.1981 -0.1712 -2.5844 -0.9872 -0.0665 -0.0783 -0.057
C 0.8321 -0.7035 3.2497 -0.6746 -0.4149 0.3754 -0.617
C 1.1288 -0.6306 -1.1760 0.1083 -0.4728 0.9658 0.299
H 1.8112 -0.9516 3.6582 0.1314 0.0362 -0.2198 0.209
H 0.3979 -1.6038 2.7833 0.3991 0.2294 -0.0393 0.199
H 0.1961 -0.5424 4.1382 0.1226 0.0921 -0.3250 0.204
H -3.0161 0.9758 -2.9239 0.0436 0.2278 0.1131 0.216
H 1.7997 0.7129 1.9024 -0.1263 -0.1190 -0.1758 0.209
H -2.3207 0.2925 -4.3864 0.0919 0.0841 -0.0477 0.214
H -0.1087 1.2449 -3.6962 0.3447 -0.0956 0.0667 0.212
H 0.5654 2.6905 2.6124 -0.1824 0.1391 -0.2747 0.207
H -0.7319 1.6706 3.2826 -0.1794 0.1729 0.1003 0.200
H 2.0766 0.7710 -2.4557 0.0966 0.0787 -0.0853 0.226
H 0.8292 1.8275 4.0927 -0.0638 -0.1072 -0.0540 0.196
H -2.0724 -1.6641 -1.2339 -0.1546 0.3318 -0.2213 0.212
H 2.1080 -1.6593 0.1033 0.1103 0.2890 -0.1164 0.477
H 0.0736 0.3884 1.5511 0.2749 -0.1619 -0.3948 0.203
H 0.0059 -1.8748 0.1028 -0.3140 -0.1691 -0.1577 0.203
H -3.1804 -0.7244 -3.2545 0.0852 -0.0384 0.0428 0.213
```
Forces are in eV/Å.